The following is a quantum chemistry calculation of 5 unconnected molecules or ions with the total composition CH10O5 at a distorted geometry, from the Open Molecules 2025 dataset.

Properties
ΔE to the lowest compared entry with this formula, charge and spin   17.0 kcal per mole
Net charge   -1
LUMO energy (spin up / spin down)   0.110 / 0.107 Eh
Expectation value of S²   0.751
Spin multiplicity   2
Maximum force   1.6 eV/Å
Total energy   -11435.1225 eV

Last column: Mulliken charge in e.
CARTESIAN COORDINATES (ANGSTROEM)
O (-2.741, -0.612, -0.195)  -0.26
O (-1.405, 3.543, -0.350)  -1.52
O (-0.086, -4.028, 0.908)  -0.63
O (2.159, -1.664, 1.117)  -0.75
O (1.382, 1.541, -0.208)  -1.13
C (-1.649, -0.131, -0.374)  -0.52
H (1.635, -0.853, 1.086)  0.35
H (0.460, -3.320, 0.503)  0.32
H (2.375, -1.859, 0.182)  0.33
H (0.460, 1.826, -0.390)  0.40
H (-1.974, 3.593, -1.121)  0.57
H (-0.689, 4.225, -0.362)  0.60
H (1.901, 2.274, -0.504)  0.52
H (-1.277, 0.685, 0.267)  0.14
H (-0.989, -0.428, -1.203)  0.26
H (0.438, -4.791, 0.644)  0.31

Forces on the atoms, in the same order (eV/Å):
0.2 -0.1 -0.2
0.6 -0.3 1.2
0.8 0.4 -0.7
0.0 -0.5 -0.8
-1.1 -1.1 0.3
-0.4 0.4 0.2
0.1 0.2 -0.1
-0.6 -0.1 0.7
-0.1 0.5 0.7
0.4 0.1 0.1
0.1 0.5 -0.6
-0.6 -0.3 -0.6
0.5 0.9 -0.3
0.1 0.0 0.1
0.1 -0.2 -0.1
-0.2 -0.3 0.2